(1)
# C3H10N2S

One molecule with the formula C3H10N2S at a distorted geometry (ωB97M-V with the def2-TZVPD basis set, the OMol25 dataset).

**HOMO energy**: -8.95 eV
**Spin multiplicity**: 1
**DFT total energy**: -627.9649 a.u.
**Maximum force**: 2.2 eV Å⁻¹
**Total charge**: 0
**Relative energy (zero: lowest compared OMol25 entry of this formula, charge and spin)**: 78.0 kJ/mol
**LUMO level**: 0.96 eV
**SMILES string**: NCNCCS

```
16
Properties=species:S:1:pos:R:3:forces:R:3
N -0.63498 -2.03028 0.96609 -0.34 -0.35 0.17
C 0.75252 -1.63618 0.81473 -0.01 1.33 -0.17
N 0.95763 -0.35201 0.07207 -0.97 -1.74 -0.33
C -0.15784 0.57764 0.14725 0.60 2.00 -0.68
C -0.01330 1.58253 -1.03565 -1.05 0.43 1.71
S -1.26611 2.92679 -0.69460 0.12 -0.28 -0.37
H -0.68501 -2.82486 1.59261 -0.12 0.09 0.00
H -1.16136 -2.26966 0.12808 0.53 0.08 -0.03
H 1.38528 -2.33894 0.27288 0.14 -0.28 0.27
H 1.11255 -1.45883 1.82684 0.21 -0.34 0.07
H 1.02618 -0.68746 -0.88544 0.08 0.48 -0.18
H -0.01669 1.20000 1.03234 -0.29 -0.29 0.30
H -1.18952 0.23393 0.10582 0.09 -0.68 0.28
H -0.24090 1.05903 -1.95608 0.43 0.32 -0.40
H 0.92000 2.10356 -0.89882 0.56 -0.31 -0.77
H -0.78845 3.91474 -1.48812 0.02 -0.45 0.13
```
Forces are in eV/Å.

=====

(2)
# C5H10O2

One molecule with the formula C5H10O2 (ωB97M-V with the def2-TZVPD basis set, the OMol25 dataset).

**HOMO energy**: -10.09 eV
**Spin multiplicity**: 1
**DFT total energy**: -346.9766 a.u.
**Maximum force**: 0.5 eV Å⁻¹
**Total charge**: 0
**Relative energy (zero: lowest compared OMol25 entry of this formula, charge and spin)**: 128.1 kJ/mol
**LUMO level**: 0.88 eV
**SMILES string**: CC[C@@H](O)CC=O

```
17
Properties=species:S:1:pos:R:3:forces:R:3
C -2.30584 -0.52976 -0.09712 -0.08 -0.05 -0.02
C -1.18245 0.41487 -0.51981 0.00 0.06 -0.02
C 0.13509 -0.10378 0.02613 -0.13 0.24 0.12
O 0.36910 -1.38517 -0.51097 0.18 -0.16 0.07
C 1.36910 0.79137 -0.21483 0.01 0.03 -0.06
C 2.34486 0.35638 0.84258 0.13 -0.35 -0.01
O 2.81002 -0.76402 0.86747 -0.02 0.48 0.01
H -3.29254 -0.14927 -0.37621 0.14 -0.02 0.02
H -2.16435 -1.50980 -0.55988 -0.06 0.13 0.07
H -2.28747 -0.67453 0.99141 -0.06 0.05 -0.19
H -1.13381 0.49982 -1.61216 0.04 -0.03 0.12
H -1.34992 1.42171 -0.11605 0.01 -0.14 -0.06
H 0.00076 -0.17727 1.11948 -0.03 -0.06 -0.03
H 1.23047 -1.67812 -0.17315 -0.11 -0.05 -0.07
H 1.14448 1.85932 -0.13695 -0.04 -0.16 0.05
H 1.77388 0.56935 -1.20747 -0.09 0.06 0.07
H 2.53862 1.05890 1.67753 0.11 -0.05 -0.08
```
Forces are in eV/Å.

=====

maximum force of number 2 (C5H10O2)? 0.5 eV Å⁻¹

=====

The lowest HOMO energy belongs to which entry? C5H10O2

=====

Among the records above, which one has the highest maximum force? C3H10N2S